1.
The following is a quantum chemistry calculation of a 3-piece molecular cluster, C3H11NO2 overall, from OMol25.

Last column: Mulliken charge in e.
Cartesian coordinates (Å):
N -0.0073 -2.4640 -2.0578  -0.56
C 1.4299 -2.2408 -1.8381  -0.34
C 1.4441 -2.4471 0.5755  -0.42
C 1.8529 -1.6732 -0.5054  -0.38
H -0.6037 -1.7290 -1.7003  0.18
H -0.4289 -2.7951 -2.9071  0.18
H 1.6228 -1.5579 -2.6714  0.29
H 1.9507 -3.2073 -1.9744  0.24
H 1.8212 -3.4542 0.7600  0.26
H 0.4712 -2.2404 1.0572  0.21
H 2.1201 -0.6386 -0.6655  0.32
H -2.1732 2.3819 1.1881  0.31
H -3.7468 2.5828 1.1586  0.31
O -2.9271 2.7940 1.6140  -0.62
H -0.2772 5.7181 2.9047  0.31
H -1.6160 5.3974 2.8709  0.31
O -0.9326 5.5734 2.1910  -0.62

Cartesian forces (eV/Å) of the 2 atoms listed first:
-1.374 -0.136 2.473
1.516 -1.238 -2.367

total charge = 0
SMILES = C=CCN.O.O
energy relative to the best compared isomer or geometry (same formula, charge and spin) = 4.482 eV
spin multiplicity = 1
orbital gap = 7.898 eV

***

2.
The following is a quantum chemistry calculation of C25H68N12O13Zn as an isolated structure, from OMol25.

Last column: Mulliken charge in e.
Cartesian coordinates (Å):
Zn -1.1699 -2.2698 2.3415  0.54
C 0.8212 -0.9837 -0.9933  0.86
O 1.5699 -0.7068 -1.9291  -0.58
O 0.5229 -2.1436 -0.6864  -0.39
O 0.2778 -0.2375 -0.1924  -0.37
C 5.0905 2.9591 -6.5540  0.63
O 5.4509 3.9091 -7.2367  -0.66
N 5.8201 1.8894 -6.2966  -0.38
N 3.8609 2.7649 -6.2487  -0.34
H 5.6400 1.1149 -5.6739  0.18
H 6.7649 2.0603 -6.6101  0.22
H 3.5731 1.9442 -5.7352  0.14
H 3.1252 3.4530 -6.3224  0.20
C 0.0985 6.1441 3.1290  0.60
O -1.0611 5.8469 2.9580  -0.64
N 1.0538 5.3012 2.7864  -0.44
N 0.5997 7.2409 3.7076  -0.37
H 1.9484 5.6892 2.5232  0.21
H 0.6908 4.5370 2.2348  0.24
H 1.5995 7.3824 3.7286  0.18
H -0.0787 7.8569 4.1323  0.22
C -1.3609 -3.9794 -6.3123  0.64
O -2.2450 -4.5677 -6.8763  -0.64
N -1.1513 -2.7037 -6.4065  -0.36
N -0.7904 -4.5883 -5.2968  -0.39
H -1.4961 -2.1562 -7.1820  0.22
H -0.4813 -2.3823 -5.7224  0.15
H -0.2506 -4.1629 -4.5567  0.17
H -0.7118 -5.5757 -5.4939  0.21
C 6.3902 -3.2837 -4.1551  0.70
O 7.3033 -3.9365 -4.5814  -0.64
N 5.2268 -3.1300 -4.7259  -0.38
N 6.4070 -2.4674 -3.1594  -0.37
H 4.5174 -2.7733 -4.1018  0.15
H 5.0240 -3.5699 -5.6122  0.20
H 7.2492 -2.4320 -2.6030  0.21
H 5.5425 -2.0416 -2.8572  0.14
C 1.9902 -3.7398 4.5558  -0.91
O 0.7207 -4.3828 4.3891  -0.15
C 0.8075 -5.8173 4.4181  -0.96
C -0.4611 -6.5629 3.8542  -0.53
N -1.6816 -5.8457 4.2145  -0.04
C -2.8517 -6.5732 3.7978  -0.75
C -3.0149 -7.8716 4.5530  -0.62
O -2.7740 -7.6358 5.8910  -0.26
C -2.9819 -8.7599 6.7081  -0.80
H 2.4641 -4.0715 5.4797  0.34
H 1.8309 -2.6658 4.6512  0.22
H 2.6650 -3.7639 3.7002  0.34
H 0.9593 -6.1272 5.4520  0.38
H 1.7598 -6.1973 4.0481  0.48
H -0.3020 -7.6107 4.1093  0.27
H -0.3919 -6.6194 2.7679  0.39
H -1.7617 -6.0674 5.1966  0.26
H -2.7161 -6.8008 2.7405  0.36
H -3.8208 -6.0754 3.8307  0.27
H -2.4115 -8.6918 4.1638  0.35
H -4.0510 -8.1763 4.4061  0.46
H -4.0106 -9.1161 6.6543  0.29
H -2.7688 -8.2091 7.6243  0.26
H -2.3016 -9.5941 6.5369  0.31
C -1.8368 -3.5631 8.0454  -0.85
O -1.5331 -2.6481 7.0237  -0.17
C -2.0836 -1.3377 7.2342  -0.85
C -2.2424 -0.3758 6.0163  -0.66
N -2.9748 -1.0346 4.9558  -0.08
C -3.9051 -0.1679 4.1688  -0.89
C -4.6921 -1.0465 3.1557  -0.67
O -3.7406 -1.9673 2.5338  -0.16
C -4.2887 -2.3056 1.3397  -0.89
H -1.2201 -4.4617 8.0626  0.20
H -2.8520 -3.8861 7.8148  0.34
H -1.7956 -3.0039 8.9801  0.40
H -1.5324 -0.8480 8.0370  0.33
H -3.0722 -1.6412 7.5787  0.53
H -1.2300 -0.0894 5.7316  0.32
H -2.7723 0.4669 6.4602  0.37
H -3.5609 -1.5945 5.5584  0.08
H -3.3793 0.7212 3.8206  0.47
H -4.5038 0.2536 4.9762  0.50
H -5.2942 -0.4077 2.5095  0.37
H -5.4075 -1.5135 3.8325  0.34
H -3.5176 -2.8057 0.7537  0.26
H -4.5729 -1.5168 0.6432  0.36
H -5.2150 -2.8771 1.3975  0.32
C -5.0221 3.9420 -4.7986  -1.40
C -3.8166 3.1842 -5.5038  0.37
C -3.6972 3.2703 -7.0403  -0.60
O -4.7174 2.6087 -7.6900  -0.34
C -4.8954 2.9886 -9.0212  -0.74
N -2.5678 3.8372 -5.0009  -0.75
H -4.8262 5.0052 -4.9380  0.37
H -4.8090 3.7969 -3.7395  0.38
H -5.9904 3.4626 -4.9422  0.34
H -3.8195 2.2268 -4.9827  0.37
H -2.8196 2.6761 -7.2949  0.31
H -3.4986 4.3148 -7.2807  0.34
H -3.9148 2.9977 -9.4970  0.33
H -5.3388 3.9712 -9.1821  0.30
H -5.5416 2.2761 -9.5338  0.24
H -1.9213 3.0693 -4.8898  0.24
H -2.7786 4.2435 -4.1006  0.24
C 4.1843 9.3113 -1.9310  -1.47
C 4.5279 8.3661 -0.8160  0.54
C 4.9995 7.0408 -1.4019  -0.75
O 5.4980 6.2865 -0.3266  -0.37
C 5.7726 4.9626 -0.6542  -0.77
N 5.6079 8.8928 -0.0076  -0.78
H 3.3811 8.8509 -2.5063  0.38
H 5.0784 9.4780 -2.5318  0.33
H 4.0120 10.3068 -1.5217  0.39
H 3.6262 8.2773 -0.2101  0.24
H 5.9605 7.2311 -1.8798  0.31
H 4.3447 6.5516 -2.1230  0.48
H 6.2162 4.4475 0.1978  0.23
H 6.4446 4.9003 -1.5102  0.31
H 4.8039 4.5633 -0.9545  0.31
H 6.4128 9.2305 -0.5158  0.27
H 6.0589 8.0568 0.3357  0.35

Cartesian forces (eV/Å) of the 2 atoms listed first:
0.080 -0.141 0.059
1.628 0.918 -1.603

total charge = 0
energy relative to the best compared isomer or geometry (same formula, charge and spin) = 0.000 eV
spin multiplicity = 1
orbital gap = 3.847 eV

***

3.
The following is a quantum chemistry calculation of an isolated ion of composition C4H9N2 and charge +1, from OMol25.

Last column: Mulliken charge in e.
Cartesian coordinates (Å):
C -0.7366 0.1823 0.0230  0.78
C 1.8183 0.7876 0.0031  -0.48
C 1.6924 -0.6706 -0.0102  -0.43
C -1.4486 -1.1053 -0.0396  -1.31
N 0.5615 0.1516 0.0212  0.01
N -1.3939 1.3422 -0.0490  -0.38
H 2.2613 1.3747 0.6807  0.33
H 1.9666 1.1731 -0.9774  0.28
H 1.9671 -1.2339 -0.8415  0.32
H 1.7280 -1.1126 0.9971  0.28
H -1.8797 -1.4755 0.8773  0.34
H -2.3528 -1.0145 -0.5511  0.43
H -0.8478 -1.9048 -0.4572  0.32
H -2.4135 1.3372 0.2472  0.29
H -0.9224 2.1686 0.0764  0.22

Cartesian forces (eV/Å) of the 2 atoms listed first:
0.578 0.200 -0.324
-0.684 -0.480 -3.674

total charge = +1
SMILES = CC(=[NH2+])N1CC1
energy relative to the best compared isomer or geometry (same formula, charge and spin) = 2.033 eV
spin multiplicity = 1
orbital gap = 11.826 eV

***

4.
The following is a quantum chemistry calculation of C4H7N2 as an isolated structure, from OMol25.

Last column: Mulliken charge in e.
Cartesian coordinates (Å):
C 1.1644 -1.3928 0.2364  0.03
C 2.0375 -0.6532 -0.4555  -0.39
C 1.8769 0.6122 0.2180  -0.14
C -0.6116 0.2565 -0.4087  -0.59
N -1.6162 -0.6015 -0.0148  -0.44
N 0.6851 -0.0200 0.3638  0.13
H 0.6000 -2.2580 0.4417  0.44
H 2.6971 0.7060 1.2853  0.29
H 1.9220 1.5816 -0.1952  0.36
H -0.6286 1.3201 -0.2358  0.44
H -0.4331 0.0580 -1.4331  0.39
H -1.8642 -1.3819 -0.6844  0.26
H -2.3054 -0.2400 0.6002  0.21

Cartesian forces (eV/Å) of the 2 atoms listed first:
0.731 1.870 -0.497
-0.353 -2.662 -0.511

total charge = +1
energy relative to the best compared isomer or geometry (same formula, charge and spin) = 7.210 eV
spin multiplicity = 1
orbital gap = 9.205 eV

***

5.
The following is a quantum chemistry calculation of a 4-piece molecular cluster, C19H30F9NO10 overall, from OMol25.

Last column: Mulliken charge in e.
Cartesian coordinates (Å):
C 4.5187 0.0657 2.8049  -1.37
C 4.9500 1.4476 3.2651  0.32
O 4.4336 1.6793 4.5740  -0.57
C 4.5665 2.5515 2.3009  -0.93
N 3.1597 2.5552 1.9317  0.01
C 2.3091 3.4037 2.7670  -0.45
C 1.5924 2.5859 3.8517  -0.52
O 0.2148 2.9321 3.9653  -0.42
C -0.5889 2.3927 2.9887  -0.58
O -1.6047 1.5878 3.5968  -0.31
C -1.4482 0.2611 3.3249  0.33
O -1.3743 -0.5915 4.2025  -0.51
H 3.9667 0.1308 1.8774  0.24
H 5.3873 -0.5556 2.6258  0.39
H 3.9389 -0.4272 3.5714  0.32
H 6.0391 1.4526 3.3243  0.38
H 4.8177 2.5044 4.8760  0.33
H 5.1703 2.4282 1.4070  0.41
H 4.8875 3.4987 2.7473  0.40
H 3.1102 2.9032 0.9885  0.09
H 2.8570 4.2306 3.2142  0.27
H 1.5301 3.8301 2.1449  0.46
H 2.0216 2.7515 4.8265  0.33
H 1.7047 1.5418 3.5806  0.41
H -1.0760 3.1851 2.4306  0.30
H -0.0256 1.7752 2.2884  0.41
H -1.4670 -0.0222 2.2651  0.37
C -2.0459 -4.7181 0.8768  -1.31
C -2.1015 -3.2886 0.3892  0.03
O -0.7789 -2.7673 0.1348  -0.26
C -0.2470 -3.0678 -1.0348  0.29
O -0.7349 -3.7212 -1.9050  -0.53
C 1.1293 -2.3900 -1.1578  0.92
F 1.8428 -2.5281 -0.0427  -0.24
F 0.9670 -1.0807 -1.3900  -0.25
F 1.8154 -2.9078 -2.1650  -0.25
H -1.4037 -4.7951 1.7543  0.33
H -3.0459 -5.0604 1.1384  0.38
H -1.6431 -5.3786 0.1095  0.34
H -2.5230 -2.6432 1.1548  0.26
H -2.7175 -3.1948 -0.5030  0.25
C -8.1480 -4.2363 -2.6895  -1.10
C -6.9122 -3.5268 -3.1970  -0.22
O -6.5182 -2.4650 -2.3037  -0.32
C -5.8050 -2.8267 -1.2547  0.34
O -5.4499 -3.9286 -0.9662  -0.50
C -5.4274 -1.5836 -0.4327  0.96
F -6.4598 -0.7594 -0.2785  -0.26
F -4.4464 -0.9137 -1.0481  -0.26
F -4.9920 -1.9468 0.7659  -0.22
H -8.9567 -3.5238 -2.5269  0.31
H -8.4760 -4.9799 -3.4142  0.37
H -7.9507 -4.7400 -1.7439  0.32
H -7.1098 -3.0390 -4.1483  0.32
H -6.0808 -4.2153 -3.3374  0.32
C 1.7584 1.5824 -4.9254  -1.10
C 1.9946 3.0730 -4.8189  -0.22
O 2.5115 3.4245 -3.5192  -0.32
C 3.8122 3.2679 -3.3517  0.30
O 4.6042 2.8790 -4.1517  -0.51
C 4.1976 3.7053 -1.9289  0.97
F 3.3261 3.2287 -1.0270  -0.35
F 4.1975 5.0357 -1.8361  -0.27
F 5.4026 3.2641 -1.6093  -0.25
H 1.1035 1.2415 -4.1234  0.27
H 1.2947 1.3449 -5.8817  0.39
H 2.6942 1.0301 -4.8496  0.32
H 1.0597 3.6204 -4.9106  0.33
H 2.6721 3.4307 -5.5923  0.34

Cartesian forces (eV/Å) of the 2 atoms listed first:
0.299 0.056 -0.092
0.310 -0.275 0.039

total charge = 0
SMILES = C[C@H](O)CNCCOCOC=O.CCOC(=O)C(F)(F)F.CCOC(=O)C(F)(F)F.CCOC(=O)C(F)(F)F
spin multiplicity = 1
orbital gap = 9.546 eV

***

6.
The following is a quantum chemistry calculation of a 2-piece molecular cluster, C6H11N overall, from OMol25.

Last column: Mulliken charge in e.
Cartesian coordinates (Å):
C -2.6867 -0.0083 -0.8673  -0.94
C -1.3047 0.5236 -1.1236  -0.24
C -0.2269 -0.2371 -1.3001  -0.60
C 1.6138 -0.5493 1.2040  -0.46
C 2.8314 0.0347 0.5344  -1.08
C 0.5917 0.1776 1.5849  0.64
N -0.3536 0.8799 1.9379  -0.67
H -3.1470 0.4381 0.0231  0.30
H -3.3442 0.2222 -1.7134  0.31
H -2.6706 -1.0946 -0.7325  0.27
H -1.2021 1.6078 -1.1962  0.37
H -1.0292 0.9753 1.1704  0.30
H -0.2791 -1.3225 -1.2329  0.23
H 0.7507 0.1882 -1.5098  0.28
H 1.5515 -1.6220 1.3621  0.34
H 3.1056 -0.5532 -0.3493  0.30
H 2.6496 1.0641 0.2096  0.32
H 3.6947 0.0418 1.2085  0.34

Cartesian forces (eV/Å) of the 2 atoms listed first:
-0.047 -0.053 0.005
0.137 -0.115 -0.164

total charge = 0
SMILES = CC=C=N.C=CC
energy relative to the best compared isomer or geometry (same formula, charge and spin) = 2.178 eV
spin multiplicity = 1
orbital gap = 9.706 eV

***

- spin multiplicity of number 1 (C3H11NO2)?
  1

***

- Number 6 is which compound?
  C6H11N

***

- Among the records above, which one has the lowest orbital gap?
  C25H68N12O13Zn